--- i ---
Entry from OMol25: C5H8O3 in the gas phase (ωB97M-V/def2-TZVPD).

Output
LUMO level, Ha: 0.033
Kohn-Sham gap, eV: 8.8
SMILES: COC1=COCOC1

```
! wB97M-V def2-TZVPD RIJCOSX def2/J DEFGRID3
* xyz 0 1
C -2.73 -0.39 -0.01
O -1.84 0.68 0.05
C -0.60 0.24 0.00
C -0.15 -1.03 0.00
O 1.15 -1.35 -0.09
C 2.18 -0.31 0.26
O 1.73 0.84 -0.35
C 0.48 1.35 0.07
H -3.67 0.07 0.04
H -2.53 -0.89 0.93
H -2.51 -1.03 -0.88
H -0.84 -1.77 -0.31
H 3.07 -0.74 -0.23
H 2.37 -0.24 1.35
H 0.27 2.01 -0.67
H 0.41 1.99 0.90
*
```


--- ii ---
Entry from OMol25: 2 unconnected molecules or ions with the total composition C5H8O3 (ωB97M-V/def2-TZVPD).

Output
LUMO level, Ha: 0.007
Kohn-Sham gap, eV: 8.5
SMILES: CC(C)=O.O=C=CO

```
! wB97M-V def2-TZVPD RIJCOSX def2/J DEFGRID3
* xyz 0 1
C -1.05 0.16 -1.42
C -0.62 -0.92 -0.45
C -1.42 -1.08 0.81
O 0.30 -1.69 -0.72
H -1.56 0.97 -0.89
H -0.17 0.57 -1.92
H -1.73 -0.27 -2.16
H -0.78 -1.52 1.59
H -2.27 -1.75 0.62
H -1.78 -0.12 1.17
O 3.43 -0.49 -0.37
C 2.54 0.07 0.16
C 1.74 0.88 0.81
O 1.31 2.03 0.20
H 1.23 0.60 1.72
H 0.84 2.57 0.86
*
```


We find ii to be the most stable, with the next structure 72.2 kJ/mol higher.


--- i ---
Entry from OMol25: a molecular structure, H2NO4P (ωB97M-V/def2-TZVPD).

Output
LUMO level, Ha: -0.065
Kohn-Sham gap, eV: 9.0

```
! wB97M-V def2-TZVPD RIJCOSX def2/J DEFGRID3
* xyz 0 1
N -0.01 0.14 1.03
O -0.30 1.36 0.97
O -0.48 -0.74 1.77
O 1.30 0.79 -1.14
O -0.98 -0.99 -1.06
P 1.10 -0.50 -0.22
H 0.59 1.49 -0.98
H -1.22 -1.54 -0.36
*
```


--- ii ---
Entry from OMol25: 2 unconnected molecules or ions with the total composition H2NO4P (ωB97M-V/def2-TZVPD).

Output
LUMO level (alpha / beta), Ha: -0.089 / -0.089
Kohn-Sham gap (alpha / beta), eV: 7.6 / 7.6

```
! wB97M-V def2-TZVPD RIJCOSX def2/J DEFGRID3
* xyz 0 1
N 0.80 0.39 -0.01
O 0.79 0.39 -1.25
O 1.25 1.30 0.59
O -0.06 -1.92 -0.51
O -1.53 0.81 0.49
P 0.17 -1.13 0.82
H 0.22 -1.32 -1.28
H -1.64 1.49 1.14
*
```


--- iii ---
Entry from OMol25: 2 unconnected molecules or ions with the total composition H2NO4P (ωB97M-V/def2-TZVPD).

Output
LUMO level, Ha: -0.069
Kohn-Sham gap, eV: 9.0
SMILES: O=P[N+](=O)[O-].O

```
! wB97M-V def2-TZVPD RIJCOSX def2/J DEFGRID3
* xyz 0 1
O 0.12 -1.58 -1.17
P 0.31 -1.53 0.24
N 1.55 -0.28 0.84
O 1.91 0.76 0.34
O 2.03 -0.99 1.78
O -2.13 0.96 -0.49
H -2.75 1.60 -1.26
H -1.04 1.06 -0.28
*
```


We find i to be the most stable, with the next structure 93.8 kJ/mol higher.


--- i ---
Entry from OMol25: a molecular structure, C19H19N2O3PtS (ωB97M-V/def2-TZVPD).

Output
LUMO level, Ha: -0.139
Kohn-Sham gap, eV: 6.7

```
! wB97M-V def2-TZVPD RIJCOSX def2/J DEFGRID3
* xyz 1 1
Pt -1.28 0.05 0.08
C -3.54 -1.48 -1.73
O -2.28 -1.47 -1.04
C -1.53 -2.64 -0.99
C -2.01 -3.86 -1.43
C -1.20 -4.98 -1.32
C 0.08 -4.89 -0.78
C 0.56 -3.66 -0.35
C -0.24 -2.55 -0.46
N 0.16 -1.23 -0.09
N 1.38 -0.97 0.00
C 1.83 0.25 0.41
C 1.04 1.16 1.15
O -0.21 0.91 1.48
C 1.64 2.33 1.69
C 2.95 2.59 1.45
C 3.77 1.72 0.67
C 5.12 2.03 0.42
C 5.91 1.19 -0.32
C 5.36 0.00 -0.82
C 4.04 -0.33 -0.60
C 3.22 0.53 0.16
H -3.40 -1.83 -2.75
H -3.89 -0.45 -1.73
H -4.25 -2.11 -1.19
H -3.00 -3.96 -1.85
H -1.57 -5.94 -1.65
H 0.70 -5.77 -0.69
H 1.55 -3.56 0.08
H 1.04 2.98 2.31
H 3.40 3.49 1.86
H 5.53 2.96 0.81
H 6.94 1.43 -0.52
H 5.98 -0.67 -1.40
H 3.63 -1.24 -1.00
C -3.34 4.25 0.66
S -2.84 2.69 1.34
C -4.46 1.97 1.56
O -2.24 1.96 0.14
H -3.98 4.08 -0.20
H -2.43 4.78 0.36
H -3.85 4.82 1.43
H -4.99 2.52 2.33
H -4.31 0.94 1.89
H -4.99 2.00 0.61
*
```


--- ii ---
Entry from OMol25: a molecular structure, C19H19N2O3PtS (ωB97M-V/def2-TZVPD).

Output
LUMO level, Ha: -0.132
Kohn-Sham gap, eV: 6.9

```
! wB97M-V def2-TZVPD RIJCOSX def2/J DEFGRID3
* xyz 1 1
Pt -0.13 -1.14 -0.48
C 2.11 -2.73 -2.12
O 1.76 -1.67 -1.21
C 2.77 -0.88 -0.65
C 4.12 -1.13 -0.82
C 5.03 -0.29 -0.19
C 4.59 0.77 0.59
C 3.23 1.02 0.74
C 2.32 0.19 0.11
N 0.91 0.36 0.17
N 0.46 1.46 0.57
C -0.86 1.73 0.66
C -1.91 0.78 0.54
O -1.76 -0.50 0.33
C -3.25 1.21 0.75
C -3.53 2.50 1.03
C -2.52 3.50 1.14
C -2.84 4.84 1.41
C -1.86 5.79 1.51
C -0.52 5.42 1.33
C -0.18 4.11 1.06
C -1.18 3.12 0.96
H 2.70 -2.32 -2.94
H 1.16 -3.11 -2.50
H 2.65 -3.51 -1.59
H 4.47 -1.96 -1.41
H 6.08 -0.48 -0.30
H 5.31 1.41 1.08
H 2.87 1.84 1.34
H -4.03 0.46 0.69
H -4.56 2.81 1.18
H -3.88 5.11 1.54
H -2.11 6.82 1.72
H 0.26 6.16 1.41
H 0.85 3.84 0.91
C -2.88 -4.58 -1.76
S -2.05 -3.64 -0.50
C -0.98 -4.90 0.15
O -1.14 -2.73 -1.35
H -2.14 -5.04 -2.42
H -3.51 -3.89 -2.32
H -3.50 -5.33 -1.27
H -1.59 -5.65 0.66
H -0.32 -4.43 0.87
H -0.41 -5.35 -0.66
*
```


We find ii to be the most stable, with the next structure 77.6 kJ/mol higher.


--- i ---
Entry from OMol25: a gas-phase ion, C5H13N2O (charge +1) (ωB97M-V/def2-TZVPD).

Output
LUMO level, Ha: -0.135
Kohn-Sham gap, eV: 9.3
SMILES: C[C@H](C=O)NCC[NH3+]

```
! wB97M-V def2-TZVPD RIJCOSX def2/J DEFGRID3
* xyz 1 1
C 0.60 -1.73 -1.92
C -0.36 -0.95 -1.08
C -0.87 0.18 -1.99
O -1.60 1.06 -1.59
N 0.34 -0.41 0.21
C 0.02 0.98 0.62
C -0.12 0.70 2.26
N 1.26 0.28 2.81
H 1.34 -1.17 -2.52
H 1.03 -2.57 -1.42
H 0.09 -2.25 -2.75
H -1.13 -1.59 -0.61
H -0.43 0.32 -3.00
H 1.35 -0.39 0.06
H 0.89 1.62 0.39
H -0.82 1.56 0.24
H -0.48 1.64 2.75
H -0.75 -0.20 2.35
H 1.89 -0.11 2.13
H 1.15 -0.54 3.39
H 1.61 1.21 3.22
*
```


--- ii ---
Entry from OMol25: 2 unconnected molecules or ions with the total composition C5H13N2O (ωB97M-V/def2-TZVPD).

Output
LUMO level (alpha / beta), Ha: -0.107 / -0.179
Kohn-Sham gap (alpha / beta), eV: 11.1 / 5.2

```
! wB97M-V def2-TZVPD RIJCOSX def2/J DEFGRID3
* xyz 1 1
C -3.59 0.08 0.20
C 1.34 -1.29 -0.95
C 2.29 0.71 -0.05
C 0.85 -0.84 1.34
C -0.20 0.39 -0.38
N -3.91 1.29 -0.01
N 1.09 -0.21 -0.01
O -2.98 -0.85 -0.18
H 0.34 -1.70 -1.02
H 1.62 -0.77 -1.92
H 2.04 -1.93 -0.53
H 3.31 0.29 0.15
H 2.24 1.07 -1.10
H 2.20 1.61 0.59
H 0.12 -1.67 1.09
H 1.82 -1.13 1.80
H 0.63 -0.09 2.11
H -0.80 0.78 0.52
H -0.25 0.93 -1.32
H -4.41 1.71 0.72
H -3.72 1.61 -1.05
*
```


We find i to be the most stable, with the next structure 274.4 kJ/mol higher.


--- i ---
Entry from OMol25: 2 unconnected molecules or ions with the total composition C5H13N2O (ωB97M-V/def2-TZVPD).

Output
LUMO level, Ha: -0.334
Kohn-Sham gap, eV: 4.6

```
! wB97M-V def2-TZVPD RIJCOSX def2/J DEFGRID3
* xyz 1 1
C 1.81 -1.01 -0.10
O 1.07 0.29 2.14
C 1.42 0.15 -1.09
C 0.78 1.36 -0.42
C -0.58 1.04 0.31
N -1.18 -1.65 -0.41
C -2.07 -0.74 -0.45
N -1.69 0.60 -0.46
H 2.88 -1.17 -0.20
H 1.20 -1.89 -0.32
H 1.60 -0.63 0.98
H 2.31 0.44 -1.67
H 0.73 -0.25 -1.84
H 0.58 2.07 -1.24
H 1.43 1.75 0.35
H -0.32 0.33 1.14
H -0.87 1.96 0.84
H -1.63 -2.57 -0.49
H 1.45 0.02 3.00
H -3.11 -1.01 -0.33
H -2.26 1.30 -0.91
*
```


--- ii ---
Entry from OMol25: 2 unconnected molecules or ions with the total composition C5H13N2O (ωB97M-V/def2-TZVPD).

Output
LUMO level, Ha: -0.334
Kohn-Sham gap, eV: 3.9

```
! wB97M-V def2-TZVPD RIJCOSX def2/J DEFGRID3
* xyz 1 1
C 2.94 -2.16 0.67
O 1.85 -2.61 0.11
C 3.65 -1.14 -0.33
C 2.75 -0.18 -1.10
C 2.72 1.14 -0.31
C 1.49 1.16 0.80
N 0.47 1.19 -0.21
N 3.91 1.62 0.24
H 2.64 -1.47 1.54
H 3.57 -2.93 1.11
H 1.57 2.06 1.40
H 4.48 -1.56 -0.92
H 4.42 -0.50 0.20
H 3.06 0.01 -2.15
H 1.74 -0.54 -1.21
H 1.36 0.19 1.34
H -24.26 -0.23 0.25
H -0.37 1.69 0.12
H 4.09 2.59 -0.02
H 2.39 1.87 -1.07
H -24.47 -0.20 -0.46
*
```


We find i to be the most stable, with the next structure 574.9 kJ/mol higher.


--- i ---
Entry from OMol25: 2 unconnected molecules or ions with the total composition C5H13N2O (ωB97M-V/def2-TZVPD).

Output
LUMO level, Ha: -0.316
Kohn-Sham gap, eV: 3.1

```
! wB97M-V def2-TZVPD RIJCOSX def2/J DEFGRID3
* xyz 1 1
O 0.47 -0.39 -0.55
C 0.82 -0.32 0.61
C 0.41 0.67 1.57
C -0.42 1.80 1.15
C -1.96 1.73 1.35
C -2.50 0.48 0.56
N -2.48 0.76 -0.86
N 4.81 -3.75 -2.94
H 1.54 -1.07 0.96
H 0.82 0.61 2.57
H -0.27 1.84 0.06
H -0.03 2.74 1.57
H -2.20 1.63 2.41
H -2.56 2.49 0.85
H -3.46 0.15 0.94
H -1.70 -0.25 0.69
H -1.62 0.52 -1.33
H -3.23 0.26 -1.33
H 4.82 -2.78 -2.65
H 5.23 -4.34 -2.24
H 5.32 -3.84 -3.81
*
```


--- ii ---
Entry from OMol25: a molecular structure, C5H13N2O (ωB97M-V/def2-TZVPD).

Output
LUMO level, Ha: -0.314
Kohn-Sham gap, eV: 4.3

```
! wB97M-V def2-TZVPD RIJCOSX def2/J DEFGRID3
* xyz 1 1
C 2.07 -0.35 0.50
O 0.66 1.83 1.42
C 1.05 -1.12 -0.29
C 0.47 -0.26 -1.39
C -0.53 0.80 -0.94
N -1.71 0.01 1.48
C -2.25 -0.41 0.44
N -1.90 0.25 -0.75
H 3.04 -0.25 0.07
H 2.10 -0.93 1.40
H 1.39 0.92 1.06
H 1.52 -1.92 -0.85
H 0.16 -1.47 0.28
H 0.05 -0.86 -2.26
H 1.30 0.21 -1.90
H -0.42 1.20 0.08
H -0.71 1.58 -1.64
H -1.83 -0.46 2.37
H 0.87 2.38 2.14
H -2.83 -1.29 0.37
H -2.48 0.16 -1.60
*
```


--- iii ---
Entry from OMol25: a gas-phase ion, C5H13N2O (charge +1) (ωB97M-V/def2-TZVPD).

Output
LUMO level, Ha: -0.130
Kohn-Sham gap, eV: 9.5
SMILES: CN(CC=O)CC[NH3+]

```
! wB97M-V def2-TZVPD RIJCOSX def2/J DEFGRID3
* xyz 1 1
C -1.42 0.81 -0.10
N -0.07 0.29 -0.27
C 0.69 1.13 -1.23
C 1.14 2.44 -0.63
O 2.30 2.76 -0.61
C -0.03 -1.13 -0.62
C -0.32 -1.94 0.63
N 0.43 -1.31 1.77
H -1.39 1.82 0.29
H -2.03 0.22 0.59
H -1.99 0.84 -1.04
H 0.08 1.32 -2.12
H 1.58 0.59 -1.54
H 0.38 3.12 -0.21
H 0.98 -1.31 -0.97
H -0.74 -1.45 -1.39
H -0.04 -2.98 0.53
H -1.38 -1.90 0.85
H 0.81 -0.43 1.38
H 1.18 -1.88 2.15
H -0.18 -1.01 2.54
*
```


We find iii to be the most stable, with the next structure 348.7 kJ/mol higher.


--- i ---
Entry from OMol25: 2 unconnected molecules or ions with the total composition C5H13N2O (ωB97M-V/def2-TZVPD).

Output
LUMO level, Ha: -0.116
Kohn-Sham gap, eV: 9.3

```
! wB97M-V def2-TZVPD RIJCOSX def2/J DEFGRID3
* xyz 1 1
C 1.40 -0.04 -1.66
C 0.62 1.24 -1.30
C -0.17 1.05 -0.04
C -1.35 0.43 -0.05
N -2.15 0.06 0.99
C -2.46 0.78 1.98
N 2.27 -0.44 -0.51
H 0.63 -0.77 -1.78
H 2.00 0.11 -2.55
H 1.32 2.09 -1.21
H 0.10 1.54 -2.20
H 0.31 1.39 0.87
H -1.76 0.20 -1.03
H -2.37 1.87 1.99
H -2.92 0.24 2.80
H 3.11 -0.92 -0.82
H 1.67 -1.11 0.05
H 2.47 0.35 0.11
H 1.03 -2.82 1.34
H -0.24 -2.11 0.77
O 0.67 -2.37 0.56
*
```


--- ii ---
Entry from OMol25: a gas-phase ion, C5H13N2O (charge +1) (ωB97M-V/def2-TZVPD).

Output
LUMO level, Ha: -0.134
Kohn-Sham gap, eV: 8.7
SMILES: C[C@H](C=O)NCC[NH3+]

```
! wB97M-V def2-TZVPD RIJCOSX def2/J DEFGRID3
* xyz 1 1
C 1.51 1.85 1.36
C 1.35 0.56 0.59
C 2.40 0.41 -0.50
O 2.29 -0.10 -1.58
N -0.06 0.37 0.23
C -0.49 -0.39 -0.92
C -1.32 -1.61 -0.62
N -2.73 -1.22 -0.17
H 0.79 2.59 1.07
H 1.47 1.76 2.44
H 2.48 2.30 1.17
H 1.62 -0.25 1.27
H 3.38 0.76 -0.12
H -0.54 1.25 0.31
H -0.88 0.26 -1.71
H 0.37 -0.75 -1.50
H -1.40 -2.22 -1.50
H -0.92 -2.08 0.26
H -3.14 -0.38 -0.59
H -2.79 -1.13 0.85
H -3.38 -1.97 -0.35
*
```


--- iii ---
Entry from OMol25: 2 unconnected molecules or ions with the total composition C5H13N2O (ωB97M-V/def2-TZVPD).

Output
LUMO level, Ha: -0.138
Kohn-Sham gap, eV: 9.3

```
! wB97M-V def2-TZVPD RIJCOSX def2/J DEFGRID3
* xyz 1 1
C -2.75 0.87 0.86
C -1.73 -0.22 0.65
C -1.26 -0.65 -0.59
C 1.71 -0.66 -0.13
C 0.81 0.49 -0.79
N 0.75 0.63 -2.15
N 2.11 -0.07 1.21
O 0.68 1.47 -0.01
H -3.20 0.71 1.84
H -3.43 0.87 -0.15
H -1.34 -0.76 1.55
H -1.74 -0.33 -1.54
H -0.43 -1.39 -0.54
H 1.17 -1.55 -0.06
H 2.60 -0.80 -0.72
H 0.46 1.52 -2.48
H 0.94 -0.20 -2.69
H 1.29 1.03 0.85
H 2.96 0.47 1.22
H 2.07 -0.80 1.91
H -2.26 1.87 0.80
*
```


We find i to be the most stable, with the next structure 13.0 kJ/mol higher.


--- i ---
Entry from OMol25: a molecular structure, C5H13N2O (ωB97M-V/def2-TZVPD).

Output
LUMO level, Ha: -0.304
Kohn-Sham gap, eV: 4.3

```
! wB97M-V def2-TZVPD RIJCOSX def2/J DEFGRID3
* xyz 1 1
N -2.46 0.09 4.03
C -0.34 -0.18 1.36
C 0.02 -0.90 0.22
N 0.76 -0.38 -1.37
C -0.26 -0.27 -2.45
C 1.43 0.87 -1.05
C 2.30 0.38 -2.04
O 2.10 0.78 -3.24
H -3.45 0.27 4.05
H -2.04 0.09 4.98
H -1.87 -0.01 3.21
H -1.36 0.17 1.37
H 0.46 0.18 2.07
H 1.00 -1.33 0.39
H -0.60 -1.65 -0.31
H -1.25 -0.61 -2.12
H 0.09 -0.68 -3.42
H -0.32 0.81 -2.62
H 1.84 0.90 -0.03
H 0.80 1.78 -1.22
H 3.14 -0.30 -1.81
*
```


--- ii ---
Entry from OMol25: a gas-phase ion, C5H13N2O (charge +1) (ωB97M-V/def2-TZVPD).

Output
LUMO level, Ha: -0.103
Kohn-Sham gap, eV: 11.3
SMILES: C[C@@H]1[N@@H+](C)[C@]1(O)CN

```
! wB97M-V def2-TZVPD RIJCOSX def2/J DEFGRID3
* xyz 1 1
C -0.18 1.89 0.84
C 0.56 0.49 0.84
N 0.85 0.09 -0.56
C 2.19 -0.26 -0.90
C -0.12 -0.82 0.63
O 0.48 -1.83 1.14
C -1.50 -1.01 -0.03
N -1.87 0.10 -0.83
H -0.62 1.96 1.85
H -0.82 1.85 -0.03
H 0.72 2.57 0.63
H 1.40 0.52 1.57
H 0.08 0.37 -1.23
H 2.80 0.60 -0.92
H 2.47 -0.84 0.08
H 2.26 -0.66 -1.92
H -0.05 -2.63 0.85
H -2.24 -1.05 0.78
H -1.58 -1.92 -0.63
H -2.54 0.66 -0.47
H -2.27 -0.08 -1.70
*
```


We find ii to be the most stable, with the next structure 565.1 kJ/mol higher.